Record 1
Below is 4 unconnected molecules or ions with the total composition C29H54F3N4O13 in a non-equilibrium geometry, with properties calculated with the ωB97M-V functional and the def2-TZVPD basis.

Values from the calculation:
HOMO-LUMO gap = 9.39 eV
net charge = +1

```
103
Properties=species:S:1:pos:R:3:forces:R:3:lowdin_charge:R:1
C -3.5111 4.4799 3.7964 0.50 -0.32 -0.73 -0.080
C -3.0142 3.3820 2.8089 -0.31 0.04 0.97 -0.236
C -2.5241 2.1625 3.6104 -0.83 -0.19 -0.82 -0.160
C -2.5063 0.8499 2.7704 0.72 0.58 1.81 -0.276
C -1.8044 -0.2416 3.6196 -0.70 -0.21 -0.18 -0.007
N -1.8649 1.0909 1.4639 0.07 -0.34 0.15 0.040
C -0.4057 1.2448 1.3734 0.48 -0.80 0.58 -0.052
C 0.3541 -0.0965 1.0600 0.10 1.13 0.89 -0.139
N 1.4795 0.1961 0.1792 -0.86 -1.36 0.22 -0.060
C 2.7603 0.2280 0.8878 1.30 -0.34 0.95 -0.198
C 3.2658 -1.1761 1.3217 -0.20 0.03 -1.10 -0.053
C 1.5453 -0.5482 -1.0034 -1.08 0.59 -0.22 -0.520
C 0.3580 -1.2671 -1.6097 -0.61 -0.45 1.10 0.000
O 2.5703 -0.5828 -1.5964 2.24 -0.23 -1.16 0.102
C -2.5678 1.2225 0.3969 -1.59 0.22 -2.84 -0.267
N -2.0279 1.5138 -0.8578 0.57 3.11 1.38 0.171
C -3.0827 2.0347 -1.7991 -0.29 -1.60 0.03 -0.130
C -2.8761 1.2995 -3.1501 -1.04 0.05 0.26 -0.124
O -2.3502 2.1862 -4.1213 -0.01 -0.64 0.21 0.010
C -1.0104 2.4523 -3.9757 0.28 -3.00 -0.36 -0.545
C 0.0229 1.3320 -3.9793 -0.88 -0.47 0.41 0.033
O -0.6497 3.5431 -3.8562 0.82 4.04 0.31 0.181
C -4.3762 1.7557 -0.9934 0.36 1.44 -0.28 -0.273
O -4.9888 2.9764 -0.6253 -0.03 -0.06 -0.29 0.035
N -3.9436 1.1311 0.2589 -0.17 -1.93 0.15 0.031
C -4.5744 -0.1954 0.4355 -0.38 -0.65 0.01 -0.100
C -3.9308 -1.3037 -0.4235 -0.13 -0.02 0.38 -0.011
C -4.7390 -2.6031 -0.3188 -0.09 1.44 0.50 -0.689
F -5.1823 -2.9593 -1.4984 -0.18 -0.79 -1.36 0.168
F -5.8173 -2.4473 0.4492 -0.88 0.24 0.63 0.146
F -4.0550 -3.5775 0.2252 0.98 -1.08 0.22 0.184
H -4.5842 4.4082 3.9795 0.09 -0.10 -0.03 0.079
H -3.3047 5.4541 3.3513 -0.04 0.08 0.43 0.076
H -2.9950 4.3363 4.7477 0.00 0.46 -0.04 0.074
H -2.2163 3.7487 2.1551 -0.15 0.08 0.03 0.109
H -3.8789 3.0929 2.2018 0.27 -0.11 -0.15 0.085
H -3.2673 1.9903 4.3982 0.21 -0.12 0.04 0.133
H -1.5708 2.3353 4.1175 0.00 0.11 -0.22 0.119
H -3.5474 0.5706 2.6512 0.16 0.06 -0.57 0.121
H -1.1383 -0.8975 3.0584 -0.03 0.11 0.07 0.071
H -1.2982 0.1940 4.4811 0.27 -0.01 -0.25 0.088
H -2.5906 -0.8722 4.0452 0.16 -0.06 -0.06 0.093
H -0.0701 1.5952 2.3523 -0.17 0.09 -0.10 0.136
H -0.0843 1.9899 0.6480 -0.35 -0.02 -0.03 0.126
H -0.3121 -0.8984 0.7343 0.06 0.31 -0.31 0.111
H 0.7595 -0.4125 2.0265 -0.05 -0.27 -0.19 0.110
H 2.7086 0.8276 1.8027 -0.55 0.23 -0.31 0.118
H 3.5466 0.6790 0.2852 -0.35 0.12 -0.22 0.119
H 3.9870 -1.1295 2.1372 -0.26 0.02 0.10 0.080
H 3.7743 -1.6390 0.4709 0.02 0.03 0.13 0.065
H 2.4205 -1.8402 1.5356 0.18 0.10 0.44 0.076
H -0.5777 -0.7007 -1.5803 0.14 0.01 -0.10 0.047
H 0.1971 -2.1797 -1.0130 -0.09 0.15 -0.09 0.095
H 0.6007 -1.6157 -2.6073 0.13 0.35 -0.07 0.093
H -1.4948 2.3751 -0.6765 1.08 -0.76 -0.43 0.153
H -3.0613 3.1097 -1.9969 0.46 -0.09 0.32 0.172
H -2.2439 0.4258 -2.9629 0.03 0.09 -0.23 0.106
H -3.8439 0.9526 -3.5304 0.15 0.10 -0.09 0.132
H -0.4531 0.3536 -4.0493 0.32 -0.05 -0.18 0.071
H 0.7577 1.4789 -4.7675 -0.23 0.08 -0.13 0.104
H 0.5668 1.4017 -3.0338 -0.02 -0.07 -0.06 0.086
H -5.0853 1.2083 -1.6231 -0.02 -0.42 0.56 0.161
H -4.9061 3.0590 0.3327 -0.12 0.08 -0.13 0.086
H -5.6090 -0.0901 0.1102 0.05 0.17 0.17 0.141
H -4.6254 -0.5438 1.4687 0.17 0.35 -0.02 0.125
H -3.9331 -1.0347 -1.4833 0.28 0.09 0.14 0.128
H -2.9286 -1.5585 -0.0654 0.06 0.28 -0.27 0.125
C -7.0297 -1.4436 -3.7768 -0.06 -0.23 0.04 -0.030
O -6.7002 -0.0575 -3.9172 0.14 0.05 0.13 -0.028
C -7.1074 0.4977 -5.0695 -0.06 0.15 -0.15 -0.617
O -7.7020 -0.0638 -5.9482 0.11 0.03 0.20 0.144
O -6.7308 1.7785 -5.0613 0.06 -0.17 0.14 -0.008
C -7.0980 2.5082 -6.2375 -0.05 0.27 -0.26 -0.030
H -6.6461 -1.7620 -2.8132 0.01 0.17 0.01 0.066
H -8.1079 -1.5923 -3.7916 0.03 0.04 -0.16 0.105
H -6.5522 -2.0344 -4.5572 -0.12 0.05 -0.08 0.105
H -8.1801 2.5284 -6.3538 0.03 -0.13 -0.04 0.101
H -6.6274 2.0767 -7.1193 -0.10 -0.09 0.02 0.101
H -6.7384 3.5254 -6.1082 0.07 -0.08 0.19 0.095
C 5.6170 -3.7158 -1.7990 -0.17 0.02 -0.21 -0.041
O 6.4056 -3.3528 -0.6637 -0.02 0.04 0.09 -0.011
C 7.3408 -4.2521 -0.3304 0.04 0.04 0.09 -0.617
O 7.5494 -5.2927 -0.8947 -0.05 0.10 0.03 0.132
O 7.9947 -3.7910 0.7390 -0.17 0.07 -0.11 -0.008
C 9.0289 -4.6550 1.2173 0.28 -0.11 0.21 -0.032
H 4.8987 -2.9161 -1.9680 0.13 0.12 0.18 0.083
H 6.2460 -3.8149 -2.6822 -0.01 -0.15 0.04 0.100
H 5.0704 -4.6394 -1.6113 0.16 -0.08 -0.04 0.098
H 9.7936 -4.7971 0.4555 -0.10 -0.09 -0.04 0.101
H 8.6157 -5.6136 1.5278 0.00 -0.02 -0.15 0.098
H 9.4775 -4.1679 2.0793 -0.14 0.17 -0.06 0.093
C 7.7205 0.0813 1.8817 -0.04 -0.10 -0.33 -0.035
O 7.7938 0.2262 3.3010 -0.02 0.03 0.08 -0.001
C 8.9108 -0.2679 3.8456 0.00 0.00 0.04 -0.616
O 9.8109 -0.8008 3.2498 -0.14 0.05 0.07 0.126
O 8.8515 -0.0674 5.1642 -0.07 0.01 -0.11 0.002
C 9.9886 -0.5489 5.8839 0.20 -0.06 0.22 -0.039
H 6.7776 0.5136 1.5537 -0.03 0.06 0.26 0.084
H 8.5344 0.6190 1.3976 0.07 -0.13 0.03 0.101
H 7.7359 -0.9719 1.6016 0.15 0.03 -0.01 0.089
H 10.8940 -0.0397 5.5575 -0.01 -0.10 -0.10 0.099
H 10.0926 -1.6262 5.7627 0.06 0.04 -0.12 0.097
H 9.8196 -0.3276 6.9345 -0.18 0.08 -0.08 0.093
```
Positions in Å, forces in eV/Å.

=====

Record 2
Below is a molecular structure, C17H29FNO2P2Tc in a non-equilibrium geometry, with properties calculated with the ωB97M-V functional and the def2-TZVPD basis.

Values from the calculation:
HOMO-LUMO gap (alpha / beta) = 7.99 / 5.81 eV
net charge = +1
spin multiplicity = 4
expectation value of S² = 3.805

```
53
Properties=species:S:1:pos:R:3:forces:R:3:lowdin_charge:R:1
C -0.8785 3.9448 -1.6586 -1.69 -1.05 -0.78 -0.006
C -1.1167 2.6542 -1.0877 1.03 -0.19 0.25 -0.304
N -0.1396 2.1296 -0.2383 -0.74 2.02 0.20 -0.054
C 0.8064 2.9602 0.2599 -0.87 -1.18 -0.89 -0.311
C 0.8645 4.2886 -0.0897 0.13 0.81 -0.08 0.011
C 0.0324 4.7739 -1.1055 1.04 0.64 1.15 -0.034
C -2.2519 1.8458 -1.3242 0.22 0.93 -3.29 -0.164
P -2.1997 0.1411 -0.7841 -2.46 -0.48 0.56 0.806
Tc -0.1504 0.0801 0.3500 0.66 -3.21 2.02 0.910
P 2.0513 0.5047 0.9683 -0.58 1.68 0.40 0.760
C 1.7851 2.3471 1.1608 1.99 -1.16 1.24 -0.234
C -0.0102 -2.1123 0.2835 -0.40 1.19 0.10 -0.291
C -1.0853 -2.7712 0.8915 0.04 -0.71 0.30 -0.164
C -1.0927 -4.1647 1.0604 0.04 0.05 0.07 -0.086
C -0.0105 -4.9388 0.6091 -0.43 0.30 0.24 -0.082
C 1.0645 -4.2911 -0.0090 -0.41 -0.19 -0.04 -0.084
C 1.0407 -2.9008 -0.1982 0.01 -0.63 0.31 -0.163
O -0.5658 0.7601 -5.8694 1.86 0.11 0.41 -0.068
O 1.1791 -2.4457 -3.4127 -2.09 1.50 0.85 -0.110
H -1.4487 4.2404 -2.5505 -0.04 -0.02 0.72 0.131
H 1.5960 4.9185 0.4152 -0.22 -0.05 -0.27 0.133
H 0.0988 5.8234 -1.3629 0.09 -0.13 -0.38 0.127
C -3.7278 0.3949 0.2374 0.25 -0.01 0.32 -0.235
C -2.8313 -1.1925 -1.9423 0.28 0.19 -0.60 -0.211
H 2.7966 2.7387 1.0776 -0.08 0.78 -0.05 0.094
H 1.5090 2.4274 2.2127 -0.26 0.21 0.07 0.111
H -1.4482 1.0918 -5.7690 -0.41 0.65 0.15 0.012
H -2.9627 2.2320 -2.1334 0.81 -0.61 1.42 0.126
C 2.3916 -0.2140 2.5522 0.34 0.05 0.50 -0.217
C 3.5511 0.3437 -0.0220 0.16 -0.14 -0.07 -0.220
H -1.9121 -2.1955 1.3047 0.06 -0.07 -0.02 0.076
H -1.9359 -4.6355 1.5884 0.45 0.19 -0.37 0.109
H -0.0354 -6.0316 0.7568 0.18 0.71 -0.14 0.113
H 1.8929 -4.9078 -0.3611 -0.11 0.38 0.00 0.108
H 1.8677 -2.4612 -0.7302 0.21 0.15 -0.11 0.064
H 0.3937 0.1654 -1.1029 0.95 -0.37 -3.40 -0.004
H 0.2189 -2.4343 -3.0374 2.65 0.00 -0.99 0.067
H 1.4014 -1.4858 -3.5602 -0.51 -1.49 0.10 0.045
H 0.1066 1.4163 -5.5474 -1.45 -0.74 -0.53 0.057
H 1.2546 -0.0222 -0.7301 -1.75 -0.61 0.02 0.045
H -4.5586 0.6363 -0.4484 0.29 -0.20 0.33 0.058
H -3.9768 -0.4533 0.8939 0.12 0.30 -0.31 0.056
H -3.4889 1.2813 0.8435 -0.31 -0.38 0.06 0.049
H -3.7051 -0.8930 -2.5460 0.35 0.20 0.37 0.056
H -2.0606 -1.5436 -2.6390 -0.02 0.30 0.14 0.027
H -3.1328 -2.0961 -1.3822 0.24 0.67 0.27 0.058
H 4.3412 0.8630 0.5334 0.05 -0.18 -0.24 0.063
H 3.8118 -0.7188 -0.1422 -0.04 0.34 0.04 0.065
H 3.4386 0.8017 -1.0152 0.01 -0.10 0.30 0.066
H 3.3329 0.2136 2.9063 -0.01 -0.22 0.29 0.064
H 1.5654 0.0277 3.2283 0.12 -0.11 -0.09 0.062
H 2.4725 -1.3010 2.4336 0.01 0.22 0.07 0.068
F -0.9510 0.4621 2.1456 0.26 -0.30 -0.61 -0.554
```
Positions in Å, forces in eV/Å.

=====

Record 3
Below is a molecular structure, C7H9NO3S in a non-equilibrium geometry, with properties calculated with the ωB97M-V functional and the def2-TZVPD basis.

Values from the calculation:
HOMO-LUMO gap = 9.15 eV

```
21
Properties=species:S:1:pos:R:3:forces:R:3:lowdin_charge:R:1
C -2.1717 2.3168 -1.1150 -0.72 0.16 -2.03 -0.049
C -0.8778 1.8124 -1.4869 1.80 -0.28 0.13 -0.005
C -2.4464 1.6514 0.0184 -0.82 1.24 0.14 -0.169
C -0.4631 0.9702 -0.4307 -1.94 2.26 -2.49 -0.343
C 0.3168 -2.2944 -0.1922 0.82 -1.80 -1.69 -0.162
C 0.6506 0.1078 -0.3194 5.89 -0.79 -0.01 -0.189
C 0.6038 -1.1419 0.7115 0.56 1.37 2.71 -0.406
N 1.7301 -1.4503 1.6321 -0.54 -0.55 -1.66 0.047
O 1.9735 -1.5618 -2.1902 3.21 -0.27 -0.75 -0.292
O -0.3731 -1.1160 -2.5860 -0.67 0.25 -0.37 -0.301
O -1.4773 0.9005 0.4671 1.69 -1.23 0.32 0.051
S 0.7198 -1.2326 -1.6787 -3.07 -0.18 2.11 0.658
H -2.9316 2.9321 -1.7233 1.68 -0.98 1.22 0.141
H -0.2337 2.0472 -2.4063 -1.27 -0.41 1.63 0.147
H -3.1847 1.7377 0.7326 -1.92 0.27 0.92 0.107
H 0.9387 -3.2820 -0.0965 -0.78 2.20 -0.13 0.143
H -0.7277 -2.6130 -0.1843 0.05 0.31 -0.24 0.100
H 1.8960 0.8600 -0.2994 -3.79 -2.56 -0.05 0.247
H -0.2774 -0.9540 1.3506 0.51 -0.08 -0.13 0.138
H 2.6318 -1.6857 1.2181 -0.56 0.28 -0.10 0.082
H 1.8389 -0.9206 2.4600 -0.13 0.81 0.47 0.054
```
Positions in Å, forces in eV/Å.

=====

Record 4
Below is CH3ClN2O2 in the gas phase in a non-equilibrium geometry, with properties calculated with the ωB97M-V functional and the def2-TZVPD basis.

Values from the calculation:
HOMO-LUMO gap (alpha / beta) = 9.98 / 5.95 eV
spin multiplicity = 3
expectation value of S² = 2.105

```
9
Properties=species:S:1:pos:R:3:forces:R:3:lowdin_charge:R:1
C -1.5254 -0.0794 -0.0751 -1.59 2.82 0.21 -0.133
N -0.3305 -0.8439 0.0508 2.40 -1.55 -0.20 0.069
N 0.7742 -0.1325 0.1470 0.08 0.95 -0.82 -0.333
O 0.7494 1.0550 0.2304 0.32 2.09 0.36 0.012
O 2.1401 -0.6403 -0.0011 -4.54 -2.52 0.28 -0.395
Cl 3.8699 0.1421 0.0424 1.63 1.07 0.05 0.455
H -1.8082 0.0972 -1.1818 0.58 -0.64 1.45 0.119
H -2.3482 -0.6355 0.4404 0.75 0.30 -0.70 0.086
H -1.5214 1.0373 0.3470 0.37 -2.52 -0.63 0.120
```
Positions in Å, forces in eV/Å.

=====

Energy above the lowest of the compared OMol25 structures with the same formula, charge and spin for every record listed, in sequence, given in kcal/mol: 23.6, 36.7, 87.3, 82.7.